Entry 1:
DFT (wB97M-V/def2-TZVPD) results for a gas-phase ion, C5H12NO (charge -1).

The value obtained for the orbital gap is 6.2964 eV. The electronic energy is -327.67954 Ha. As for the net charge: -1. As for the max |F|: 0.0312 hartree/bohr. As for the energy relative to the best compared isomer or geometry (same formula, charge and spin): 0.4493 eV. Its lowest unoccupied orbital energy is 3.84 eV.

Geometry (Å):
C  -2.32884  0.50554  -0.12865
C  -1.11542  -0.20379  -0.73271
C  0.13371  0.72421  -0.73165
C  1.24686  0.30216  0.22467
N  0.87332  0.50057  1.60521
C  1.76377  -1.21385  0.01790
O  2.20781  -1.72124  1.20256
H  -2.03746  1.04835  0.78279
H  -3.17457  -0.10478  0.19905
H  -2.65573  1.29558  -0.81319
H  -0.92418  -1.15058  -0.23435
H  -1.35402  -0.43199  -1.76908
H  0.45648  0.79863  -1.77402
H  -0.21969  1.72846  -0.46740
H  2.13207  0.87452  -0.07251
H  -0.08574  0.21476  1.76332
H  1.45472  -0.22844  2.05841
H  0.99202  -1.85233  -0.45535
H  2.63489  -1.08577  -0.67499

These are the Löwdin partial charges, in e, on atoms 1 to 5: -0.142 -0.267 -0.196 -0.422 0.010

***

Entry 2:
DFT (wB97M-V/def2-TZVPD) results for a gas-phase ion, C5H12NO (charge -1).

The value obtained for the orbital gap is 5.8650 eV. The electronic energy is -327.67096 Ha. As for the net charge: -1. As for the max |F|: 0.0307 hartree/bohr. As for the energy relative to the best compared isomer or geometry (same formula, charge and spin): 0.6826 eV. Its lowest unoccupied orbital energy is 3.68 eV.

Geometry (Å):
N  0.27703  -1.82926  1.98011
C  0.97592  -0.57429  1.64430
C  -0.05487  0.47355  1.26516
C  -0.75795  0.25983  -0.07328
C  0.15291  0.30592  -1.32256
C  -0.53692  1.05816  -2.51171
O  -0.03890  0.77350  -3.70327
H  -0.22492  -2.14981  1.16473
H  0.73936  -2.61011  2.42007
H  1.59836  -0.75611  0.75774
H  1.59118  -0.32498  2.50769
H  -0.80487  0.52845  2.06499
H  0.49586  1.41946  1.23481
H  -1.48879  1.06134  -0.17780
H  -1.23737  -0.71925  -0.02806
H  0.42371  -0.69088  -1.66323
H  1.04105  0.84028  -0.99834
H  -0.52477  2.14716  -2.21226
H  -1.62602  0.78704  -2.34907

These are the Löwdin partial charges, in e, on atoms 1 to 5: -0.026 -0.295 -0.246 -0.246 -0.222

***

Entry 3:
DFT (wB97M-V/def2-TZVPD) results for 2 unconnected molecules or ions with the total composition C5H12NO.

The value obtained for the orbital gap (spin up / spin down) is 4.6983 / 8.4410 eV. The electronic energy is -327.55726 Ha. As for the net charge: 0. As for the max |F|: 0.0391 hartree/bohr. As for the energy relative to the best compared isomer or geometry (same formula, charge and spin): 1.8999 eV. As for the expectation value of S²: 0.754. Its spin multiplicity is 2. Its lowest unoccupied orbital energy (spin up / spin down) is 0.48 / 0.41 eV.

Geometry (Å):
O  0.91837  -2.32282  0.70532
C  -0.31649  -2.33840  1.04800
C  -1.24213  -1.25415  0.59791
N  -0.49303  -0.62905  -0.53771
H  -0.72708  -3.01222  1.81123
H  -2.24402  -1.52965  0.27215
H  -1.32733  -0.43255  1.34365
H  -0.82544  -0.97991  -1.43628
H  -0.58223  0.39084  -0.57643
H  0.50921  -0.88636  -0.50095
C  1.09253  1.82318  -1.55682
C  0.71402  2.28208  -0.17234
C  -0.53970  2.47419  0.24345
H  1.68554  0.90835  -1.49709
H  0.19465  1.68328  -2.16234
H  1.70942  2.57748  -2.04531
H  1.58475  2.45136  0.44896
H  -0.73495  2.83032  1.24231
H  -1.37156  2.33312  -0.43874

These are the Löwdin partial charges, in e, on atoms 1 to 5: -0.208 -0.421 -0.201 0.124 0.071

***

Entry 4:
DFT (wB97M-V/def2-TZVPD) results for a gas-phase ion, C5H12NO (charge +1).

The value obtained for the orbital gap is 10.7604 eV. The electronic energy is -327.42745 Ha. As for the net charge: +1. As for the max |F|: 0.0960 hartree/bohr. As for the energy relative to the best compared isomer or geometry (same formula, charge and spin): 0.8744 eV. Its lowest unoccupied orbital energy is -4.11 eV.

Geometry (Å):
C  1.32432  2.22026  -0.09268
C  0.15503  1.32570  -0.24712
N  -1.04350  1.66980  0.14581
C  0.16324  -0.09253  -0.79235
C  -0.23221  -1.01893  0.49357
C  0.04905  -2.42863  0.05664
O  -1.57918  -0.79456  0.66365
H  1.67575  2.46999  -1.09142
H  2.16781  1.71664  0.50119
H  0.99417  3.07957  0.33643
H  -1.70855  0.83999  0.36314
H  -1.17275  2.56024  0.61388
H  1.23665  -0.37282  -1.23581
H  -0.47602  -0.17727  -1.67183
H  0.27545  -0.78568  1.38775
H  1.02018  -2.57028  -0.40022
H  -0.00995  -2.98989  0.97402
H  -0.67696  -3.02962  -0.49960
H  -2.16253  -1.62197  0.49495

These are the Löwdin partial charges, in e, on atoms 1 to 5: 0.029 -0.258 0.234 -0.042 -0.394

***

Entry 5:
DFT (wB97M-V/def2-TZVPD) results for a gas-phase ion, C5H12NO (charge +1).

The value obtained for the orbital gap is 10.0076 eV. The electronic energy is -327.33199 Ha. As for the net charge: +1. As for the max |F|: 0.1151 hartree/bohr. As for the energy relative to the best compared isomer or geometry (same formula, charge and spin): 3.4720 eV. Its lowest unoccupied orbital energy is -3.73 eV.

Geometry (Å):
N  2.48654  0.82865  -1.24581
C  1.76543  -0.40526  -0.49036
C  0.76812  -0.14518  0.35488
C  -0.20381  -1.29210  0.49440
C  -1.69105  -0.98768  0.29547
C  -2.12071  0.54115  0.57246
O  -1.63593  1.67842  -0.29012
H  1.93139  1.49900  -1.81404
H  3.25677  0.65466  -1.86102
H  3.01944  1.18366  -0.42231
H  2.30367  -1.30074  -0.60989
H  0.62278  0.92070  0.58734
H  0.05576  -1.68774  1.58076
H  0.26340  -2.12369  0.13069
H  -2.31096  -1.66467  0.94266
H  -2.03448  -1.24801  -0.65425
H  -1.90180  0.57678  1.59774
H  -3.25948  0.62514  0.54911
H  -1.31508  2.34689  0.28230

These are the Löwdin partial charges, in e, on atoms 1 to 5: 0.194 -0.015 -0.060 -0.183 -0.133

***

Entry 6:
DFT (wB97M-V/def2-TZVPD) results for 2 unconnected molecules or ions with the total composition C5H12NO.

The value obtained for the orbital gap is 8.9751 eV. The electronic energy is -327.37044 Ha. As for the net charge: +1. As for the max |F|: 0.0789 hartree/bohr. As for the energy relative to the best compared isomer or geometry (same formula, charge and spin): 2.4258 eV. Its lowest unoccupied orbital energy is -4.97 eV.

Geometry (Å):
C  0.77174  2.32573  -1.81432
C  -0.23045  1.15247  -1.70495
C  -0.68797  0.89167  -0.31843
C  -0.53126  -0.32262  0.26518
N  -0.77389  -0.32744  1.71549
C  -0.58468  -1.27095  2.56207
H  0.77814  2.75024  -2.81235
H  0.52612  3.07870  -1.06364
H  1.77434  1.97209  -1.57430
H  -1.13091  1.63402  -2.12341
H  -0.13351  0.25232  -2.30318
H  -1.12011  1.72836  0.23151
H  0.47723  -0.72110  0.14380
H  -1.63104  0.19255  1.90916
H  -0.01674  -2.16043  2.32968
H  -1.21270  -1.25865  3.44547
H  1.04119  -3.78996  0.93211
H  1.50710  -3.20503  -0.32919
O  1.17743  -2.92196  0.50927

These are the Löwdin partial charges, in e, on atoms 1 to 5: -0.068 -0.227 -0.045 -0.052 0.036

***

Entry 7:
DFT (wB97M-V/def2-TZVPD) results for a gas-phase ion, C5H12NO (charge +1).

The value obtained for the orbital gap is 11.3800 eV. The electronic energy is -327.44697 Ha. As for the net charge: +1. As for the max |F|: 0.0275 hartree/bohr. As for the energy relative to the best compared isomer or geometry (same formula, charge and spin): 0.3431 eV. Its lowest unoccupied orbital energy is -3.33 eV.

Geometry (Å):
O  2.61044  0.52958  -0.33728
C  1.86721  -0.36926  0.41283
C  0.42679  -0.47497  -0.16301
C  -0.07937  0.71312  -0.97243
C  -1.58675  0.80300  -0.71471
C  -1.92023  -0.12742  0.45581
N  -0.55567  -0.58096  0.97213
H  3.46371  0.17402  -0.58708
H  1.81508  -0.10912  1.48620
H  2.30399  -1.37079  0.43832
H  0.35445  -1.39609  -0.73710
H  0.52626  1.60224  -0.77167
H  0.18638  0.51698  -2.01185
H  -2.08460  0.46396  -1.59097
H  -1.86965  1.79495  -0.42984
H  -2.45861  -1.02959  0.17991
H  -2.32340  0.37783  1.30033
H  -0.23438  0.01131  1.73129
H  -0.44163  -1.52878  1.33912

These are the Löwdin partial charges, in e, on atoms 1 to 5: -0.014 -0.212 -0.229 -0.111 -0.114

***

Entry 8:
DFT (wB97M-V/def2-TZVPD) results for 2 unconnected molecules or ions with the total composition C5H12NO.

The value obtained for the orbital gap is 9.3037 eV. The electronic energy is -327.39234 Ha. As for the net charge: +1. As for the max |F|: 0.0369 hartree/bohr. As for the energy relative to the best compared isomer or geometry (same formula, charge and spin): 1.8298 eV. Its lowest unoccupied orbital energy is -5.11 eV.

Geometry (Å):
C  -2.09203  -2.18222  0.97216
C  -0.93154  -1.95139  0.01216
C  0.02582  -0.88034  0.47955
C  1.02043  -0.43694  -0.26079
N  1.94348  0.59508  0.19083
C  2.08407  1.74715  -0.35346
H  -2.80428  -1.36165  1.08958
H  -1.78513  -2.58726  1.92600
H  -2.80677  -2.85872  0.49570
H  -1.36544  -1.62254  -0.93183
H  -0.39920  -2.89883  -0.05599
H  -0.10719  -0.62963  1.53165
H  1.24685  -0.72450  -1.27785
H  2.78910  0.21658  0.61490
H  1.49002  1.87894  -1.24270
H  2.94458  2.37062  -0.14768
H  -0.37074  4.04106  -0.27609
H  -0.74721  3.78362  -1.72625
O  -0.13482  3.50098  -1.03987

These are the Löwdin partial charges, in e, on atoms 1 to 5: -0.113 -0.230 -0.045 -0.084 0.055

***

Entry 9:
DFT (wB97M-V/def2-TZVPD) results for a molecular structure, C5H12NO.

The value obtained for the orbital gap is 10.9712 eV. The electronic energy is -327.36358 Ha. As for the net charge: +1. As for the max |F|: 0.1270 hartree/bohr. As for the energy relative to the best compared isomer or geometry (same formula, charge and spin): 2.6125 eV. Its lowest unoccupied orbital energy is -3.29 eV.

Geometry (Å):
C  1.53196  0.58602  -1.61040
C  1.34444  -0.77182  -1.78068
C  -0.92631  0.53554  0.74192
C  2.40047  -1.74276  -1.56144
C  -2.98037  0.92112  2.12503
N  -1.58577  0.68806  1.83892
O  0.29590  0.36487  0.94192
H  2.50201  0.96232  -1.20068
H  0.70604  1.20393  -1.83430
H  0.49617  -1.21333  -2.05659
H  -1.44912  0.60083  -0.10473
H  2.41263  -2.03021  -0.53897
H  3.35644  -1.44849  -1.77095
H  2.30862  -2.77088  -1.95361
H  -3.68275  0.07319  2.16350
H  -3.08720  1.55438  2.90452
H  -3.36371  1.46957  1.15685
H  -1.09521  0.61238  2.70302
H  0.81576  0.40527  -0.16335

These are the Löwdin partial charges, in e, on atoms 1 to 5: -0.004 -0.137 -0.205 -0.067 -0.017

***

Entry 10:
DFT (wB97M-V/def2-TZVPD) results for 2 unconnected molecules or ions with the total composition C5H12NO.

The value obtained for the orbital gap is 10.3308 eV. The electronic energy is -327.31079 Ha. As for the net charge: +1. As for the max |F|: 0.0906 hartree/bohr. As for the energy relative to the best compared isomer or geometry (same formula, charge and spin): 4.0488 eV. Its lowest unoccupied orbital energy is -4.66 eV.

Geometry (Å):
C  0.57987  0.10154  0.08578
C  -0.86544  -0.07108  -0.16391
C  1.15644  0.20109  1.44893
C  1.54783  -0.24253  -0.98996
C  -1.64026  -1.08674  -0.91577
N  -0.28349  1.25344  -0.36646
O  -1.60727  0.66152  1.54714
H  2.08960  0.60113  1.35959
H  1.17608  -0.76903  1.85577
H  0.59779  0.88229  1.95662
H  1.90353  0.68933  -1.39027
H  1.19273  -0.87890  -1.81590
H  2.31341  -0.90171  -0.54145
H  -2.05098  -1.76145  -0.13877
H  -0.79416  -1.63661  -1.47725
H  -2.28867  -0.74227  -1.64658
H  -0.66253  1.82687  0.41710
H  -0.10567  1.60390  -1.32506
H  -2.25881  0.26921  2.10045

These are the Löwdin partial charges, in e, on atoms 1 to 5: -0.408 -0.097 0.033 0.015 0.045

***

Entry 11:
DFT (wB97M-V/def2-TZVPD) results for 2 unconnected molecules or ions with the total composition C5H12NO.

The value obtained for the orbital gap is 10.3290 eV. The electronic energy is -327.40555 Ha. As for the net charge: +1. As for the max |F|: 0.0172 hartree/bohr. As for the energy relative to the best compared isomer or geometry (same formula, charge and spin): 1.4704 eV. Its lowest unoccupied orbital energy is -3.21 eV.

Geometry (Å):
C  2.66175  -1.36504  -0.26116
C  1.82363  -0.39038  0.50277
C  0.58809  -0.65561  0.87146
N  -0.22206  0.36451  1.58267
H  2.05459  -2.12782  -0.74475
H  3.25450  -0.83685  -1.00533
H  3.35644  -1.87817  0.40546
H  2.25931  0.58788  0.68450
H  0.00203  -1.53168  0.64261
H  0.35164  1.13381  1.92756
H  -0.89249  0.72695  0.87979
H  -0.75204  -0.02684  2.36147
C  -1.51843  0.03988  -1.32043
C  -2.38254  0.93933  -0.87505
O  -2.13078  2.27534  -0.81859
H  -1.78472  -1.00575  -1.37319
H  -0.52820  0.32511  -1.65526
H  -3.35698  0.63201  -0.49451
H  -2.78376  2.79331  -1.31003

These are the Löwdin partial charges, in e, on atoms 1 to 5: -0.062 -0.113 -0.117 0.203 0.087

***

Entry 12:
DFT (wB97M-V/def2-TZVPD) results for 2 unconnected molecules or ions with the total composition C5H12NO.

The value obtained for the orbital gap (spin up / spin down) is 11.5056 / 8.2308 eV. The electronic energy is -326.97196 Ha. As for the net charge: +2. As for the max |F|: 0.0151 hartree/bohr. As for the energy relative to the best compared isomer or geometry (same formula, charge and spin): 0.3017 eV. As for the expectation value of S²: 0.755. Its spin multiplicity is 2. Its lowest unoccupied orbital energy (spin up / spin down) is -7.32 / -10.76 eV.

Geometry (Å):
C  -0.21263  2.14089  -1.48251
C  -0.93057  1.03420  -1.47106
N  -0.39259  3.14668  -0.38094
H  0.55027  2.47902  -2.16920
H  -0.64742  0.16269  -2.04467
H  -1.78681  0.95383  -0.80977
H  -1.31692  3.02254  0.03997
H  0.30600  3.04262  0.35967
H  -0.26980  4.10365  -0.72962
C  1.31639  -1.21835  -0.19133
C  0.69302  -2.17467  0.64144
O  1.10626  -3.37312  0.50980
C  -0.35502  -1.92592  1.65527
H  1.30247  -0.20568  0.18154
H  1.95604  -1.54538  -0.99917
H  0.63184  -3.97969  1.11159
H  -0.71685  -0.90125  1.69163
H  -1.22949  -2.54618  1.43852
H  -0.00419  -2.21587  2.64885

These are the Löwdin partial charges, in e, on atoms 1 to 5: -0.109 0.068 0.209 0.134 0.088

***

Entry 13:
DFT (wB97M-V/def2-TZVPD) results for 2 unconnected molecules or ions with the total composition C5H12NO2.

The value obtained for the orbital gap is 7.1726 eV. The electronic energy is -402.92602 Ha. As for the net charge: -1. As for the max |F|: 0.0493 hartree/bohr. As for the energy relative to the best compared isomer or geometry (same formula, charge and spin): 2.8147 eV. Its lowest unoccupied orbital energy is 3.78 eV.

Geometry (Å):
N  1.57818  0.85502  -0.39362
C  1.03278  1.43802  0.84190
C  0.61072  0.23505  1.74224
C  0.81233  -1.02750  0.86981
C  0.89648  -0.47000  -0.56211
C  -0.47682  -0.29970  -1.25095
O  -1.58594  -0.67764  -0.47321
H  2.57668  0.73944  -0.45686
H  1.73651  2.01508  1.44266
H  0.15535  2.00081  0.54323
H  1.30552  0.18845  2.58420
H  -0.40549  0.25818  2.12188
H  1.58253  -1.68728  1.26993
H  -0.08150  -1.61716  1.05828
H  1.56130  -1.11542  -1.14974
H  -0.60425  0.77849  -1.43492
H  -0.52647  -1.01650  -2.09549
H  -2.77455  -0.50813  -1.02882
H  -3.63876  0.39230  -2.03710
O  -3.75459  -0.48152  -1.59129

These are the Löwdin partial charges, in e, on atoms 1 to 5: -0.060 -0.211 -0.179 -0.174 -0.313